No. 1
A structure of composition C28H81B3Mn2O15 in a non-equilibrium geometry, computed with ωB97M-V with the def2-TZVPD basis set.

```
129
Properties=species:S:1:pos:R:3
Mn 1.535 -4.026 0.217
Mn 1.991 -1.532 1.902
C -1.225 -0.655 0.293
C 0.027 -1.096 -0.439
O 0.752 -2.100 0.178
H -0.999 -0.004 1.148
H -1.637 -1.527 0.815
H -2.033 -0.234 -0.310
H 0.685 -0.229 -0.605
H -0.251 -1.454 -1.463
O 1.031 -1.393 3.712
C 0.798 -2.657 4.219
C 0.761 -3.892 3.297
O 1.691 -3.827 2.239
H -0.092 -2.692 4.885
H 1.648 -2.833 4.925
H -0.256 -4.108 2.913
H 1.053 -4.753 3.928
B 2.340 0.749 1.688
H 2.638 0.205 2.691
H 2.744 0.105 0.791
H 1.140 0.821 1.642
H 2.799 1.858 1.775
B 4.189 -2.264 1.140
H 3.828 -1.819 2.178
H 3.217 -2.606 0.539
H 4.783 -1.400 0.575
H 4.905 -3.217 1.352
B -1.487 1.097 4.127
H -0.467 1.155 3.486
H -1.323 1.851 5.074
H -2.353 1.431 3.326
H -1.681 -0.049 4.476
C -3.745 -1.977 -2.738
O -3.645 -3.184 -2.017
C -4.664 -3.285 -1.041
C -4.615 -4.654 -0.406
O -3.407 -5.005 0.204
C -2.806 -3.906 0.896
H -4.690 -1.862 -3.289
H -2.939 -1.999 -3.471
H -3.647 -1.122 -2.064
H -5.640 -3.220 -1.543
H -4.594 -2.517 -0.265
H -4.917 -5.461 -1.080
H -5.420 -4.688 0.356
H -1.964 -4.255 1.486
H -3.524 -3.452 1.585
H -2.434 -3.199 0.157
C -4.982 4.922 2.637
O -4.297 3.748 2.334
C -4.519 3.371 0.991
C -3.922 1.988 0.761
O -4.569 1.317 -0.335
C -4.305 1.936 -1.572
H -4.624 5.775 2.037
H -4.813 5.156 3.687
H -6.066 4.832 2.464
H -4.033 4.149 0.386
H -5.598 3.286 0.780
H -4.149 1.357 1.614
H -2.854 2.080 0.557
H -3.291 1.728 -1.937
H -4.446 3.021 -1.520
H -5.025 1.532 -2.287
C 3.881 0.847 -1.930
O 4.668 0.680 -0.804
C 5.035 1.908 -0.208
C 5.785 1.566 1.060
O 6.724 0.551 0.823
C 7.221 0.042 2.034
H 4.483 0.981 -2.854
H 3.286 1.771 -1.880
H 3.234 -0.017 -2.090
H 4.178 2.567 -0.062
H 5.749 2.388 -0.912
H 5.012 1.266 1.778
H 6.250 2.489 1.442
H 6.649 -0.853 2.295
H 7.175 0.738 2.884
H 8.295 -0.176 1.987
C -0.191 4.917 4.553
O 0.097 4.414 3.293
C -1.013 4.499 2.413
C -0.471 4.335 1.003
O 0.423 3.261 0.960
C 0.742 2.891 -0.342
H -0.861 4.271 5.130
H -0.535 5.969 4.556
H 0.756 4.953 5.106
H -1.484 5.491 2.477
H -1.666 3.647 2.636
H 0.056 5.267 0.724
H -1.308 4.158 0.304
H 1.066 3.727 -0.980
H -0.097 2.300 -0.752
H 1.550 2.159 -0.390
C 1.373 -3.249 -3.018
O 0.910 -3.990 -1.910
C -0.376 -4.596 -2.102
C -0.471 -5.825 -1.225
O -0.099 -5.490 0.104
C -0.551 -6.498 1.013
H 0.579 -2.818 -3.625
H 1.986 -3.917 -3.645
H 2.096 -2.486 -2.729
H -0.441 -4.983 -3.126
H -1.121 -3.826 -1.895
H 0.096 -6.689 -1.583
H -1.544 -6.049 -1.309
H -1.594 -6.391 1.294
H 0.053 -6.324 1.911
H -0.227 -7.484 0.672
C -0.615 1.815 -3.863
O -0.242 3.159 -3.685
C 0.173 3.882 -4.806
C 1.579 3.518 -5.254
O 1.767 2.145 -5.506
C 3.137 1.821 -5.478
H 0.236 1.149 -3.699
H -1.030 1.599 -4.854
H -1.353 1.524 -3.113
H 0.255 4.911 -4.445
H -0.546 3.869 -5.637
H 2.233 3.856 -4.436
H 1.949 4.096 -6.118
H 3.693 2.141 -6.361
H 3.176 0.729 -5.379
H 3.621 2.079 -4.530
```

## Properties
Molecular weight ... 800.253 g mol⁻¹
Energy relative to the best compared isomer or geometry (same formula, charge and spin) ... 63.0 kcal/mol
Expectation value of S² ... 30.01
LUMO level (spin up / spin down) ... 3.4 / 3.3 eV
Highest occupied orbital energy (spin up / spin down) ... -0.79 / -0.99 eV
Charge ... -2
Multiplicity ... 11
Orbital gap (spin up / spin down) ... 4.18 / 4.32 eV

***

No. 2
A structure of composition C28H81F3N5O15Zr in a non-equilibrium geometry, computed with ωB97M-V with the def2-TZVPD basis set.

```
133
Properties=species:S:1:pos:R:3
Zr 3.353 2.775 3.641
C 0.698 0.935 2.155
O 1.250 0.753 0.876
O 1.468 1.961 2.726
C -0.869 0.929 2.052
F -1.313 -0.296 1.766
F -1.516 1.491 3.118
F -1.259 1.565 0.925
C 1.438 -0.595 0.455
C 1.792 -0.384 -0.993
H 2.170 -1.289 -1.469
H 0.932 -0.116 -1.607
H 2.530 0.409 -1.100
H 0.536 -1.200 0.530
H 2.266 -1.064 0.990
H 0.814 0.014 2.733
C -4.917 1.625 -5.597
C -3.720 2.110 -6.391
C -2.456 1.343 -6.037
O -1.939 1.678 -4.699
C -1.553 0.625 -3.892
N -4.150 1.816 -7.776
H -4.718 1.421 -4.543
H -5.497 0.750 -5.896
H -5.752 2.323 -5.509
H -3.808 3.194 -6.316
H -1.744 1.723 -6.772
H -2.587 0.276 -6.223
H -2.458 0.078 -3.617
H -1.168 1.103 -2.991
H -0.846 -0.051 -4.377
H -4.885 1.131 -7.674
H -3.313 1.409 -8.176
C 3.414 -2.513 -5.903
C 3.265 -2.067 -4.457
C 4.190 -0.921 -4.027
O 4.291 0.166 -4.895
C 3.559 1.293 -4.411
N 1.940 -1.457 -4.538
H 2.662 -3.281 -6.082
H 4.353 -3.061 -6.009
H 3.467 -1.733 -6.662
H 3.187 -2.918 -3.781
H 5.164 -1.419 -3.992
H 4.174 -0.692 -2.959
H 2.495 1.152 -4.605
H 3.957 2.023 -5.116
H 3.807 1.538 -3.379
H 2.128 -0.844 -5.322
H 1.298 -2.133 -4.933
C 3.967 4.620 -2.728
C 3.267 4.161 -1.432
C 1.691 4.356 -1.505
O 1.220 4.339 -0.179
C -0.197 4.445 -0.176
N 3.607 2.820 -1.056
H 5.021 4.360 -2.836
H 3.822 5.692 -2.859
H 3.543 4.084 -3.578
H 3.527 4.879 -0.651
H 1.433 3.511 -2.148
H 1.483 5.220 -2.137
H -0.679 3.503 -0.434
H -0.579 5.272 -0.776
H -0.591 4.726 0.801
H 3.242 2.118 -1.685
H 4.602 2.861 -1.245
C 1.598 -4.153 -1.819
C 1.165 -5.166 -0.785
C 2.020 -5.063 0.522
O 1.396 -6.012 1.443
C 2.173 -6.174 2.604
N -0.274 -5.226 -0.704
H 2.681 -4.026 -1.795
H 1.053 -3.220 -1.675
H 1.475 -4.586 -2.812
H 1.524 -6.158 -1.075
H 2.041 -4.041 0.906
H 3.038 -5.326 0.230
H 2.148 -5.221 3.135
H 3.179 -6.482 2.315
H 1.637 -6.971 3.118
H -0.278 -5.602 0.239
H -0.482 -4.235 -0.688
C -4.049 -0.943 8.149
C -2.993 -0.918 7.051
C -3.549 -0.267 5.731
O -3.894 -1.319 4.852
C -4.550 -0.761 3.798
N -1.878 -0.074 7.524
H -4.104 -0.053 8.776
H -3.718 -1.773 8.774
H -5.063 -1.108 7.784
H -2.740 -1.943 6.779
H -2.764 0.241 5.166
H -4.364 0.414 5.981
H -4.699 -1.530 3.039
H -3.951 -0.040 3.235
H -5.507 -0.264 3.961
H -2.292 0.792 7.843
H -1.491 -0.511 8.351
C -5.012 2.490 -1.174
C -3.931 2.576 -0.153
O -4.154 1.638 0.921
O -4.896 3.358 -2.311
H -5.955 2.685 -0.664
H -4.865 1.523 -1.657
H -3.722 3.542 0.307
H -3.022 2.210 -0.636
H -3.362 1.483 1.437
H -4.369 2.844 -2.927
C -0.105 -1.999 4.543
C 0.660 -2.933 5.456
O 0.372 -2.731 6.843
O -1.388 -2.431 4.104
H 0.429 -2.087 3.594
H -0.050 -0.977 4.921
H 1.696 -2.724 5.183
H 0.558 -3.984 5.180
H -0.546 -2.485 6.981
H -2.100 -2.144 4.686
O 2.994 4.211 1.949
H 3.435 4.538 1.159
H 2.144 4.663 1.957
O 2.290 1.807 5.559
H 2.448 0.974 6.014
H 1.501 2.166 5.975
O 4.202 1.909 1.431
H 4.687 1.080 1.443
H 4.032 2.085 0.489
O -0.839 -2.980 1.377
H -1.138 -3.067 2.287
H -0.997 -2.060 1.160
```

## Properties
Molecular weight ... 876.194 g mol⁻¹
LUMO level ... -13.4 eV
Highest occupied orbital energy ... -14.64 eV
Charge ... +3
Orbital gap ... 1.26 eV

***

No. 3
A structure of composition C28H81F4N9O17PbS4 in a non-equilibrium geometry, computed with ωB97M-V with the def2-TZVPD basis set.

```
144
Properties=species:S:1:pos:R:3
Pb 21.781 -5.047 -3.954
N 25.933 -3.749 -4.958
S 26.614 -2.885 -6.074
O 27.348 -3.495 -7.113
O 26.977 -1.469 -5.807
F 25.246 -2.590 -6.882
S 27.320 -3.776 -3.956
O 27.577 -2.575 -3.148
O 28.457 -4.544 -4.408
F 26.694 -4.854 -2.897
N 21.014 -9.519 -2.970
S 19.778 -10.685 -3.447
O 18.434 -10.174 -3.223
O 19.967 -12.090 -3.248
F 19.958 -10.400 -5.030
S 21.482 -10.345 -1.735
O 22.366 -11.478 -1.979
O 20.523 -10.343 -0.642
F 22.368 -9.141 -1.176
O 23.026 -3.181 -0.117
H 23.592 -2.411 -0.162
H 22.821 -3.274 0.813
O 26.557 2.969 -3.206
H 25.925 3.640 -3.463
H 26.564 2.353 -3.938
C 26.319 -10.652 -6.260
C 25.356 -10.134 -7.378
C 24.510 -11.279 -7.980
O 25.311 -12.183 -8.794
C 24.642 -13.257 -9.422
N 24.494 -9.101 -6.843
H 26.854 -9.852 -5.748
H 27.055 -11.315 -6.715
H 25.826 -11.260 -5.501
H 25.894 -9.679 -8.210
H 23.639 -10.837 -8.464
H 23.995 -11.819 -7.185
H 25.315 -13.722 -10.143
H 23.653 -12.971 -9.781
H 24.397 -14.102 -8.779
H 24.078 -9.562 -6.047
H 25.059 -8.314 -6.556
C 31.753 -6.698 -9.818
C 32.755 -6.255 -10.863
C 32.277 -5.118 -11.859
O 33.452 -4.764 -12.660
C 33.176 -4.109 -13.878
N 33.858 -5.780 -10.112
H 32.036 -7.440 -9.071
H 30.905 -7.085 -10.383
H 31.442 -5.868 -9.183
H 32.933 -7.203 -11.371
H 31.922 -4.161 -11.478
H 31.412 -5.426 -12.446
H 32.627 -3.175 -13.762
H 32.596 -4.738 -14.554
H 34.150 -3.824 -14.275
H 33.590 -4.884 -9.731
H 34.503 -5.404 -10.793
C 18.160 -6.390 -9.287
C 19.673 -6.171 -9.652
C 19.867 -5.841 -11.167
O 21.119 -5.327 -11.501
C 22.198 -6.243 -11.150
N 20.117 -5.073 -8.800
H 18.121 -6.437 -8.199
H 17.773 -7.341 -9.652
H 17.524 -5.642 -9.761
H 20.333 -6.934 -9.239
H 19.098 -5.119 -11.441
H 19.615 -6.813 -11.592
H 23.187 -5.874 -11.423
H 22.099 -7.228 -11.606
H 22.252 -6.554 -10.107
H 20.835 -4.669 -9.382
H 19.456 -4.341 -9.017
C 30.985 0.566 2.704
C 29.614 1.235 2.839
C 29.440 2.504 1.890
O 30.413 3.496 2.146
C 30.634 4.392 1.119
N 28.691 0.175 2.622
H 31.097 -0.183 3.488
H 31.686 1.384 2.873
H 31.230 0.131 1.735
H 29.419 1.524 3.872
H 28.376 2.718 1.982
H 29.490 2.146 0.862
H 29.759 5.015 0.934
H 30.977 3.837 0.246
H 31.381 5.071 1.529
H 27.855 0.696 2.397
H 28.971 -0.240 1.745
C 34.592 -5.545 -0.603
C 34.595 -7.027 -0.646
C 33.200 -7.586 -0.765
O 33.226 -8.956 -0.625
C 32.100 -9.477 -1.267
N 35.437 -7.436 -1.759
H 34.661 -5.268 0.449
H 33.737 -5.003 -1.007
H 35.489 -5.019 -0.930
H 35.105 -7.423 0.233
H 32.781 -7.309 -1.732
H 32.563 -7.082 -0.038
H 32.131 -10.562 -1.160
H 32.118 -9.231 -2.328
H 31.185 -9.181 -0.753
H 34.968 -7.042 -2.563
H 35.213 -8.393 -1.993
C 15.993 -2.467 -2.660
C 17.368 -2.519 -3.219
C 18.213 -1.297 -3.123
O 19.594 -1.489 -3.548
C 20.390 -0.315 -3.772
N 17.916 -3.706 -2.671
H 15.481 -3.428 -2.620
H 15.328 -1.769 -3.169
H 16.037 -1.942 -1.706
H 17.158 -2.768 -4.259
H 18.259 -1.090 -2.053
H 17.703 -0.470 -3.616
H 20.209 -0.015 -4.804
H 21.439 -0.494 -3.535
H 20.028 0.473 -3.111
H 17.417 -4.513 -3.017
H 17.717 -3.732 -1.681
C 34.299 0.848 -10.067
C 32.869 1.046 -9.406
C 32.922 0.642 -7.957
O 33.142 -0.783 -7.990
C 33.079 -1.313 -6.668
N 32.577 2.429 -9.480
H 34.475 -0.223 -10.163
H 35.140 1.212 -9.477
H 34.371 1.187 -11.100
H 32.118 0.442 -9.914
H 32.049 0.962 -7.388
H 33.839 1.077 -7.559
H 33.787 -0.810 -6.009
H 33.267 -2.387 -6.665
H 32.109 -1.060 -6.239
H 32.811 2.795 -8.568
H 31.586 2.616 -9.442
```

## Properties
Molecular weight ... 1227.462 g mol⁻¹
Energy relative to the best compared isomer or geometry (same formula, charge and spin) ... 343.2 kcal/mol
LUMO level ... -6.8 eV
Highest occupied orbital energy ... -9.04 eV
Charge ... 0
Orbital gap ... 2.25 eV